No. 1
{"formula": "C19H37InNO4Si", "method": "ωB97M-V/def2-TZVPD", "e_tot_ev": -43038.1011, "total_charge": -1, "homo_lumo_gap_ev": [5.5, 5.5], "species": ["In", "Si", "O", "O", "O", "O", "N", "C", "C", "C", "C", "C", "C", "C", "C", "C", "C", "C", "C", "C", "C", "C", "C", "C", "C", "C", "H", "H", "H", "H", "H", "H", "H", "H", "H", "H", "H", "H", "H", "H", "H", "H", "H", "H", "H", "H", "H", "H", "H", "H", "H", "H", "H", "H", "H", "H", "H", "H", "H", "H", "H", "H", "H"], "positions_angstrom": [[-0.30535, 0.11830, 0.41019], [0.16409, 0.40404, 3.47938], [-0.28393, -1.03222, 4.15650], [0.93421, 0.23587, 2.06828], [1.13295, 1.20134, 4.54504], [-1.22087, 1.26908, 3.22319], [-1.89365, -1.08625, 0.02626], [0.48226, 1.06782, -2.41338], [1.61932, -2.48224, 3.69447], [2.00998, 2.30860, 4.20200], [1.24067, 1.76170, -1.43928], [-3.03889, 2.64051, 3.96176], [-1.02228, 2.03115, -0.94123], [-0.89999, 1.22307, -2.12268], [-3.44067, 0.30175, 3.14598], [-2.49941, 1.21716, 3.92421], [0.04233, -2.97153, -0.13563], [-0.25335, -3.14965, 5.22345], [0.32853, 2.33431, -0.48627], [2.78229, 2.59165, 5.47834], [0.62028, -2.00236, 4.74183], [1.34380, -1.38248, 5.93224], [-2.33371, 0.70711, 5.35167], [2.98800, 1.94755, 3.09078], [0.96190, -2.16439, -0.71144], [1.17260, 3.50701, 3.77132], [0.89044, 0.53713, -3.27521], [0.23913, -3.44680, 0.83811], [-0.79138, -3.61625, 4.38917], [-2.36848, 3.29362, 4.53900], [-1.72882, 0.82463, -2.70476], [1.10353, -2.93730, 2.83795], [0.49037, 3.79879, 4.57723], [2.48763, 1.77689, 2.13195], [-3.10415, -0.74166, 3.22026], [-3.29662, 0.80805, 5.87663], [-1.58447, 1.29790, 5.89751], [3.46721, 3.43056, 5.32310], [-1.94333, 2.41617, -0.50196], [-0.95647, -3.11692, -0.56281], [0.85929, -1.80352, -1.74691], [2.25635, -3.25105, 4.15006], [-2.80582, -1.29956, 0.47681], [3.69635, 2.77688, 2.95003], [2.27226, -1.66670, 3.35515], [-3.16407, 3.04507, 2.94859], [0.36706, -3.92418, 5.68912], [3.57168, 1.05780, 3.35412], [0.58070, 3.06985, 0.27623], [2.32470, 1.88933, -1.43081], [1.93456, -2.15645, 6.44460], [0.61961, -0.97445, 6.65110], [2.03038, -0.58650, 5.61619], [2.09905, 2.87840, 6.28788], [-2.04810, -0.35274, 5.36831], [0.59953, 3.30520, 2.85618], [3.38398, 1.71951, 5.77339], [-3.49503, 0.59728, 2.08958], [-4.44956, 0.37397, 3.57280], [1.92561, -1.94765, -0.21755], [-4.02156, 2.65342, 4.45368], [-0.97279, -2.80696, 5.97911], [1.83034, 4.36465, 3.57813]], "atomic_forces_ev_per_a": [[-1.824, -0.843, 0.344], [0.043, -0.173, -0.985], [0.594, -0.135, 0.376], [-0.441, 0.029, 0.368], [0.436, 0.478, -0.186], [-0.537, -0.217, 0.447], [0.167, -0.928, -0.210], [-0.453, 0.416, 0.148], [0.214, -0.272, 0.075], [-0.332, -0.476, -0.027], [-0.473, -0.180, 0.369], [-0.099, 0.270, -0.007], [0.797, -0.075, -0.933], [0.408, 0.967, 0.293], [-0.102, -0.005, 0.002], [0.467, -0.106, -0.305], [0.059, 0.480, -0.053], [-0.111, -0.346, 0.044], [-0.265, -0.051, -0.834], [0.130, 0.323, 0.239], [-0.333, 0.461, -0.243], [0.383, -0.098, 0.299], [-0.220, -0.140, 0.389], [0.380, 0.132, -0.359], [0.530, -0.385, -0.104], [0.033, 0.359, 0.113], [-0.126, 0.081, 0.352], [-0.161, 0.433, -0.417], [0.023, 0.218, 0.131], [-0.091, -0.141, -0.229], [0.283, -0.027, 0.354], [0.127, 0.302, 0.172], [-0.055, -0.109, -0.158], [0.091, -0.072, 0.353], [-0.024, 0.296, -0.197], [0.224, 0.017, -0.107], [-0.099, -0.142, -0.135], [0.006, -0.035, -0.024], [0.327, -0.288, -0.091], [0.639, -0.062, 0.032], [-0.191, 0.003, 0.666], [-0.035, 0.050, -0.070], [0.900, 1.162, 0.255], [-0.102, -0.092, 0.154], [-0.304, -0.164, -0.039], [0.141, -0.098, 0.206], [-0.022, 0.091, -0.047], [-0.165, 0.047, -0.058], [-0.042, -0.343, -0.069], [-0.374, -0.170, 0.092], [-0.146, 0.105, -0.084], [0.173, -0.009, -0.214], [-0.321, -0.232, 0.144], [0.111, -0.241, -0.093], [-0.045, 0.424, -0.009], [0.108, -0.069, 0.297], [-0.293, 0.189, -0.032], [0.152, -0.170, 0.243], [0.105, -0.047, -0.002], [-0.484, -0.237, -0.262], [0.182, -0.026, -0.104], [0.098, 0.005, -0.248], [-0.062, -0.132, -0.022]]}

***

No. 2
{"formula": "C19H37N2O5Rb", "method": "ωB97M-V/def2-TZVPD", "relative_energy_kj_mol": 361.8, "e_tot_ev": -34171.1830, "total_charge": -2, "homo_lumo_gap_ev": 3.2, "species": ["Rb", "O", "O", "O", "O", "O", "N", "N", "C", "C", "C", "C", "C", "C", "C", "C", "C", "C", "C", "C", "C", "C", "C", "C", "C", "C", "C", "H", "H", "H", "H", "H", "H", "H", "H", "H", "H", "H", "H", "H", "H", "H", "H", "H", "H", "H", "H", "H", "H", "H", "H", "H", "H", "H", "H", "H", "H", "H", "H", "H", "H", "H", "H", "H"], "positions_angstrom": [[-0.72432, -0.48362, 2.36893], [1.06714, 2.51121, 5.55817], [1.65433, -1.74258, 0.70028], [-0.32498, 1.73499, 0.25399], [2.71374, 2.65937, 4.11883], [1.19634, 1.13917, 3.81135], [1.63347, -2.74401, -0.35322], [-1.09936, 2.95919, -0.00965], [-3.43216, 2.26669, 0.94003], [2.86855, -4.57647, -1.62119], [-0.74407, -2.56044, -1.04525], [-2.99959, 5.04996, -0.64772], [0.44771, -4.40594, -1.76163], [0.47393, 3.65716, -1.95155], [-1.64726, 3.03361, 2.48420], [-1.03888, 3.50218, -1.42374], [-0.20668, -4.21022, 0.71411], [1.58175, -5.46943, -1.63698], [-2.65599, 4.67533, 0.81379], [2.93384, -3.51524, -0.42890], [3.35686, -4.42699, 0.81258], [-2.17405, 3.17895, 1.00939], [1.66845, 2.09587, 4.48211], [-1.85298, 2.53539, -2.34036], [-1.74776, 4.91342, -1.54612], [4.10417, -2.65305, -0.93826], [0.34381, -3.50290, -0.52434], [-0.37685, -2.15784, -1.98926], [-3.74088, 4.32777, -0.98985], [-0.76521, 3.66127, 2.61123], [-1.21651, -4.59357, 0.56791], [0.85168, -3.79680, -2.57024], [-0.83886, -1.77959, -0.29068], [3.78726, -5.16302, -1.61679], [5.01082, -3.25695, -0.97549], [0.34112, -5.12801, 0.92787], [3.97387, -2.08926, -1.86197], [0.34597, 1.89045, 5.43098], [0.74493, 2.61189, -2.10017], [-1.51506, 1.50800, -2.20478], [-0.48374, -4.95478, -1.90041], [-1.13886, 5.75467, -1.21502], [-2.34831, 3.35371, 3.25502], [-3.66789, 2.11495, -0.11330], [1.13803, 4.10445, -1.21194], [1.38945, -6.14132, -0.80051], [-3.25856, 1.31068, 1.43401], [3.10502, -3.91204, 1.73967], [-2.91077, 2.58589, -2.08221], [2.78712, -5.34451, 0.95979], [-1.67392, -3.12546, -1.11024], [-0.28756, -3.61302, 1.62236], [0.47580, 4.25183, -2.86504], [4.24249, -1.89763, -0.16475], [1.62015, -6.05329, -2.55661], [-1.82630, 5.25077, 1.22436], [-1.63930, 2.72271, -3.39268], [4.40607, -4.72207, 0.79943], [-3.39598, 6.05489, -0.79293], [-2.05032, 5.13207, -2.57021], [-3.52476, 4.81133, 1.45787], [-4.31202, 2.73990, 1.37595], [-1.50082, 1.97716, 2.70906], [2.85669, -4.05682, -2.57929]], "atomic_forces_ev_per_a": [[1.385, 0.563, -0.809], [-2.076, 0.368, 2.353], [-0.589, -1.861, -0.713], [-1.675, 1.145, -0.818], [0.303, 0.895, 0.992], [-2.080, -0.968, 1.042], [0.789, 0.100, 0.085], [0.998, -0.082, 1.367], [0.316, 0.080, -0.901], [-1.185, -0.530, 0.939], [0.670, 0.679, 1.303], [0.883, -1.178, 0.154], [1.960, -2.056, 1.201], [-1.981, -1.059, 1.018], [0.065, 0.239, -1.038], [-0.678, 0.244, 0.869], [-0.093, -0.985, 0.092], [0.293, 1.609, -0.371], [0.260, -0.709, -0.015], [-0.989, -2.235, -1.775], [-0.762, 1.223, 0.306], [0.039, 1.166, -0.897], [4.708, -0.375, -5.095], [1.147, -0.065, 0.069], [-0.365, -0.405, 1.302], [-0.127, 0.915, 2.086], [0.499, 0.601, -0.503], [-0.479, 0.285, 0.093], [-0.359, 0.072, -0.080], [0.349, -0.568, 0.024], [-0.373, 0.114, -0.428], [-1.056, 0.211, -0.302], [-0.202, 0.435, -0.365], [0.122, -0.126, 0.208], [0.068, -0.080, -0.149], [0.441, 0.105, 0.307], [-0.503, -0.430, -0.110], [-1.180, -0.109, 1.012], [0.603, 0.176, -0.222], [0.066, -0.038, 0.519], [-0.303, 0.483, -0.489], [0.719, -0.188, -0.087], [-0.642, 0.356, -0.277], [-0.090, -0.396, 0.011], [-0.251, -0.054, 0.125], [0.425, 0.029, 0.183], [-0.037, -0.123, -0.175], [0.449, 0.540, 0.048], [-0.037, 0.101, -0.326], [-0.273, -0.196, -0.792], [-0.113, 0.148, -0.339], [0.571, 0.313, -0.157], [-0.026, -0.136, -0.183], [0.284, 0.262, 0.034], [-0.129, -0.330, -0.063], [-0.030, 0.457, -0.214], [-0.431, 0.385, -0.326], [0.145, 0.251, -0.056], [-0.192, 0.098, 0.348], [0.195, -0.248, -0.287], [-0.128, 0.201, 0.110], [0.015, 0.081, 0.345], [0.659, 0.377, -0.124], [0.011, 0.221, -0.058]]}

***

Q: What is the formula in the second record?
A: C19H37N2O5Rb